# C44H56BBrN12S3V

C44H56BBrN12S3V as an isolated structure at a distorted geometry (ωB97M-V/def2-TZVPD, OMol25).

Geometry as XYZ:
```
118
Properties=species:S:1:pos:R:3:forces:R:3:lowdin_spin:R:1
H -3.54141 -4.02256 0.00660 0.0050 -0.0426 0.0007 0.00
C 2.31273 3.83579 -0.38854 0.0496 -0.0610 0.2783 0.00
H 2.09242 3.69121 -2.49885 -0.0060 0.0057 -0.0100 0.00
H -3.80679 -3.10655 -4.12513 -0.0274 0.0318 -0.0186 0.00
H 7.40313 0.66589 -0.86224 -0.0051 -0.0027 0.0080 0.00
H -5.55597 -0.95072 4.70787 -0.0321 -0.0148 -0.0410 0.00
C 5.47516 5.83587 0.06929 -0.0596 0.0655 -0.0307 0.00
N -1.34500 -0.64438 -1.41774 0.0892 -0.0649 0.0450 0.00
H -5.48684 -2.51062 0.66649 -0.0293 0.0243 0.0387 0.00
H -1.69119 2.55007 3.75861 0.0078 -0.0029 0.0052 0.00
C -0.62657 -0.13019 -3.60315 0.1793 0.0543 -0.0780 0.00
H -1.05289 -5.00556 -2.64688 -0.0417 0.0110 0.0198 0.00
C -5.23984 -1.77863 2.70696 -0.0146 -0.0095 0.0119 0.00
H -4.36447 0.51893 -4.99635 -0.0252 -0.0094 0.0326 0.00
H -5.24925 -0.74362 -1.55241 -0.0041 -0.0284 -0.0204 0.00
H 0.77995 1.30231 -4.32335 0.0134 -0.0164 -0.0039 0.00
C -1.85000 -5.23573 -0.62636 -0.0147 0.0459 0.0129 0.00
H -4.96328 1.00230 -3.40006 -0.0041 -0.0246 -0.0255 0.00
H 4.68620 0.25762 -1.01853 -0.0686 -0.0234 0.0061 0.00
H -2.74042 -5.53249 -2.57453 0.0365 0.0228 0.0201 0.00
C -3.87131 0.40394 2.89449 -0.0779 0.0188 0.0491 0.00
H 8.86381 4.84191 1.53641 -0.0338 0.0130 -0.0164 0.00
S -0.56977 1.03252 0.61462 -0.2018 0.2780 -0.1251 -0.01
C -4.27358 -2.20880 -4.53820 0.0133 0.0038 -0.0006 0.00
N 3.64997 1.00804 0.64121 0.6457 -0.1253 0.1480 -0.02
C 1.61490 4.23579 1.65549 0.0976 -0.1584 -0.1273 0.01
C 5.94458 0.58938 0.71778 0.0411 -0.0062 0.0091 0.00
C 4.75865 0.57917 0.01228 -0.0468 0.2294 0.0054 0.00
H -4.77041 -2.41901 -1.83672 -0.0253 0.0372 -0.0232 0.00
N -2.27012 -0.57465 1.05489 0.0939 -0.1396 0.0969 0.00
H 3.72005 3.32721 -1.92450 -0.0442 -0.0022 -0.0015 0.00
H -3.98529 -3.54700 2.49044 -0.0365 0.0078 0.0213 0.00
H -6.59026 -0.22638 3.45189 0.0190 -0.0459 0.0244 0.00
H -3.72325 -1.91571 -5.43501 -0.0255 -0.0238 0.0316 0.00
C -4.92843 0.18374 -4.12283 0.0078 0.0100 -0.0093 0.00
C 2.03802 5.40949 1.15321 0.0953 0.0673 -0.1004 0.00
H -2.32629 -3.84221 -2.22587 0.0011 -0.0400 0.0004 0.00
H 3.38481 5.66647 -1.93260 -0.0042 -0.0754 -0.0460 0.00
C -6.11655 -1.15205 3.79084 -0.0292 0.0001 -0.0071 0.00
H -4.12328 -2.96349 4.16185 -0.0079 -0.0073 -0.0474 0.00
H 2.56399 6.99897 -1.09801 -0.0464 0.0583 -0.0405 0.00
H -5.47878 -3.80823 3.40386 0.0329 0.0300 0.0098 0.00
H 3.25142 -3.70496 1.59353 -0.0122 -0.0053 -0.0102 0.00
C 2.35167 -4.12499 2.04476 -0.0565 0.0159 -0.0284 0.00
C 6.26870 6.79516 0.68687 0.1595 0.2375 0.0856 0.00
C -2.54701 2.57035 3.08435 -0.0218 -0.0675 0.0117 0.00
H -6.18750 -1.75112 -2.66753 0.0228 0.0060 0.0155 0.00
N 4.49419 7.85729 0.05973 0.4298 -0.2711 0.1121 0.00
C 3.18072 6.11524 -0.96494 -0.0446 -0.0111 0.0980 0.00
N 4.37858 6.54423 -0.32122 -0.2181 0.2176 -0.0974 0.00
H -2.31032 3.26319 2.27482 -0.0036 -0.0088 0.0013 0.00
C 4.75440 1.42382 2.69042 0.0988 0.0195 -0.0099 0.00
C -4.66299 -3.10626 3.22194 0.0049 0.0061 0.0193 0.00
C -4.32304 -1.08055 -3.49551 0.0391 0.0067 -0.0061 0.00
C 7.90604 5.14396 1.13278 0.0253 0.0306 0.0313 0.00
H -3.13648 -5.33317 1.13372 -0.0061 0.0102 -0.0514 0.00
C -2.90072 -0.77337 -3.05471 -0.0608 0.0052 -0.0941 0.00
C -4.08196 -0.86979 2.32567 -0.0366 -0.0471 -0.0156 0.00
H -0.41378 -6.84655 -0.96971 -0.0377 0.0018 0.0176 0.00
C 3.62480 1.38019 1.89358 -0.1696 -0.1815 -0.3330 -0.06
Br 1.02186 1.52560 3.48837 0.1602 0.1070 0.1108 0.00
H 7.44435 3.15494 0.45500 -0.0067 0.0580 -0.0079 0.00
C 1.13289 -3.72998 1.26845 0.1642 -0.0239 0.0942 0.00
C 0.29518 -4.65947 0.73900 -0.0206 -0.0873 -0.0036 0.00
C -1.99842 -4.87766 -2.11276 0.0291 0.0212 0.0170 0.00
H 0.51502 -5.70928 0.87713 -0.0100 0.0187 -0.0145 0.00
H -3.94984 -5.70806 -0.39077 0.0352 0.0300 0.0217 0.00
C 7.21624 0.12233 0.06464 -0.0244 0.0082 0.0510 0.00
N -1.12548 -3.00733 -0.13692 -0.0164 0.0131 0.0036 0.00
C 2.65777 3.21673 -1.69565 0.0367 -0.0127 0.0307 0.00
H 7.15059 -0.93805 -0.18415 0.0076 0.0202 0.0088 0.00
H 8.07252 0.26041 0.72171 -0.0105 0.0040 -0.0045 0.00
N 5.61456 8.02007 0.64200 -0.2608 -0.2883 -0.0875 0.00
C -0.32811 -0.27511 -2.21405 -0.2165 -0.0818 -0.0063 0.00
N -2.61079 -0.88362 -1.78921 0.0757 0.0320 0.0250 0.00
H -2.10471 -7.33740 -0.98618 0.0233 0.0126 0.0178 0.00
S 1.91439 -1.19286 1.68052 0.0445 0.0933 0.2482 -0.01
C -5.18127 -1.52478 -2.31191 0.0594 -0.0052 0.0330 0.00
H 1.30534 -0.36069 -4.50151 -0.0099 -0.0139 0.0027 0.00
S 1.24787 -0.05989 -1.55412 0.1371 0.2067 0.1151 -0.01
H 2.44470 -5.20844 2.08153 -0.0175 0.0178 -0.0032 0.00
H -6.91773 -2.68964 1.69785 0.0256 0.0193 -0.0140 0.00
N -3.27087 -1.34940 1.39077 0.0329 0.1058 -0.0433 0.00
H -3.41343 2.94501 3.62588 0.0024 -0.0277 -0.0253 0.00
N 1.80267 3.23759 0.69515 -0.2753 0.3903 -0.0561 0.01
H -4.57360 0.77401 3.63030 0.0189 -0.0363 -0.0294 0.00
H 1.21752 4.01887 2.62917 -0.0082 -0.0377 -0.0269 0.00
H 5.24606 3.74095 -0.50459 0.0560 0.0517 0.0410 0.00
C -1.98285 0.61075 1.58537 0.0668 -0.0733 0.0895 0.00
H -1.32150 -6.99906 0.55170 0.0003 0.0044 -0.0433 0.00
H -6.91455 -1.85013 4.04500 0.0165 0.0261 -0.0017 0.00
C 0.82406 -2.34358 1.05841 -0.1208 0.1087 -0.1892 0.00
H 8.12767 7.21226 1.70198 -0.0226 -0.0369 -0.0263 0.00
C -2.80366 1.20061 2.53995 0.0363 0.1609 0.0100 0.00
H 2.29890 -3.73818 3.06394 0.0012 0.0013 -0.0166 0.00
H 2.08895 6.39756 1.58230 -0.0025 -0.0508 -0.0595 0.00
C 5.86153 4.49632 -0.02921 0.0260 -0.0771 0.0252 0.00
N -0.30056 -2.07385 0.37850 0.0109 0.1467 0.1119 0.00
B -1.04867 -0.76729 0.07122 -0.1073 0.0546 -0.1007 0.00
H -5.28902 -2.46516 -4.84421 0.0322 0.0125 0.0005 0.00
C -0.85568 -4.26863 0.01117 -0.0251 -0.0931 -0.0276 0.00
C -6.08256 -2.03382 1.44677 0.0116 0.0202 -0.0034 0.00
C -1.38406 -6.68399 -0.49302 0.0059 -0.0315 0.0026 0.00
N 2.48167 5.14029 -0.12906 -0.0584 0.2444 -0.0435 0.00
C 7.51038 6.45969 1.22831 0.0729 0.0204 0.0496 0.00
C 0.43699 0.29465 -4.56654 -0.0484 0.0008 0.0343 0.00
H 4.72702 1.72606 3.72685 -0.0369 0.0049 -0.0063 0.00
V 1.81459 1.22962 1.18360 -0.5115 -0.9971 -0.1717 1.09
H 0.05856 0.28722 -5.58711 0.0042 0.0072 0.0313 0.00
C 7.08936 4.17791 0.51373 -0.0476 0.0210 -0.0413 0.00
H 2.40475 2.16137 -1.69947 -0.0077 0.0042 0.0066 0.00
H -5.94867 -0.02394 -4.44980 0.0357 0.0085 0.0070 0.00
C -1.90532 -0.38457 -3.99079 -0.0745 -0.0325 -0.0461 0.00
H -6.49244 -1.10052 1.05028 0.0195 -0.0503 0.0142 0.00
H -2.17328 -0.28288 -5.03586 0.0046 -0.0212 0.0464 0.00
C 5.91920 1.02816 2.06144 0.0260 -0.0416 0.0555 0.00
C -3.20536 -5.05999 0.07688 0.0391 0.0108 0.0089 0.00
H 6.84544 1.02756 2.62625 -0.0074 -0.0024 -0.0631 0.00
```
Positions in Å, forces in eV/Å.

## Properties
**Expectation value of S²**: 0.773
**Net charge**: +2
**ΔE to the lowest compared entry with this formula, charge and spin**: 1.415 eV
**HOMO level (spin up / spin down)**: -13.018 / -13.018 eV
**Orbital gap (spin up / spin down)**: 6.44 / 6.96 eV
**Multiplicity**: 2

# C44H58CrFN5O9P3S

C44H58CrFN5O9P3S as an isolated structure at a distorted geometry (ωB97M-V/def2-TZVPD, OMol25).

Geometry as XYZ:
```
122
Properties=species:S:1:pos:R:3:forces:R:3:lowdin_spin:R:1
H -1.53044 1.88090 -2.95528 0.0343 -0.0989 0.0603 0.00
H -2.72866 -5.13732 1.68516 0.0025 0.0153 0.0096 0.00
H -2.49950 1.50988 1.45054 0.0007 0.0013 -0.0084 0.00
H 4.87107 -2.43004 -4.62747 -0.0124 -0.0034 0.0191 0.00
N -2.50328 -4.41562 -0.29513 -0.0323 0.0706 0.0839 0.00
H -2.54310 -0.70591 -3.30555 -0.1551 0.0422 -0.1077 0.00
C 3.07800 -2.17925 -3.47940 -0.0944 -0.0476 0.1334 0.00
C -3.35022 0.02303 -3.30848 0.1263 0.2047 0.0595 0.00
H -5.74439 -4.77395 -2.65516 -0.0009 -0.0037 -0.0042 0.00
H -6.51855 -2.32626 -0.84712 0.0346 0.0278 0.0039 0.00
C 0.67769 1.56891 -4.62776 0.0260 0.0801 0.0643 0.00
H 5.40480 -0.00937 -4.61750 -0.0205 -0.0094 0.0157 0.00
O 0.44951 -3.15088 -2.96534 -0.0074 0.1694 -0.1681 0.00
O -3.74667 -2.37362 0.77744 0.3186 0.1649 0.0372 0.00
H 5.68667 2.92872 0.20111 -0.0314 -0.0045 -0.0020 0.00
F 5.27873 -3.14071 1.36837 0.0235 -0.0693 -0.0477 -0.01
C -6.13783 -3.25239 -0.39883 0.0462 -0.0861 -0.0540 0.00
C -1.86486 1.57200 -1.95479 -0.1099 -0.2324 -0.3525 -0.13
H -2.61589 -6.37493 0.41900 0.0107 0.0033 0.0256 0.00
C 2.57403 2.52933 -1.08477 -0.2083 -0.0554 0.3093 0.00
C 3.18881 -0.18665 1.77046 -0.0094 0.0245 -0.0542 0.02
O -2.84255 -2.16758 -1.62221 0.3728 -0.0830 -0.0663 0.00
C 1.97777 3.65716 -0.52098 -0.0763 -0.0344 -0.0908 0.00
H 3.35018 -1.74024 0.28617 0.0378 0.0155 0.0361 0.01
H 4.70586 -0.19760 5.80706 0.0273 -0.0072 0.0270 0.00
C 3.71287 2.13995 4.70721 -0.0090 0.0112 -0.0754 0.01
H -0.75641 -3.91509 0.81481 -0.0216 0.0432 -0.0398 0.00
H 6.05990 -2.08746 3.59580 -0.0180 0.0060 -0.0477 0.01
H -6.01280 0.52917 1.43995 -0.0023 -0.0009 0.0090 0.00
N -4.91749 -3.72091 -1.03468 0.0726 0.2714 -0.1498 0.00
C 0.60708 4.33220 -4.73383 0.0098 -0.0314 -0.0105 0.00
C 2.71798 4.54743 0.24459 -0.0276 0.0426 0.0268 0.00
C 2.25235 -1.28828 -2.80765 -0.1009 0.1927 -0.0564 0.00
H -4.10551 -5.43281 0.59708 -0.0251 -0.0416 0.0006 0.00
C 3.69939 0.29176 3.00601 0.0102 -0.0918 0.1875 0.04
H 4.23156 4.12909 5.35482 -0.0310 -0.0105 -0.0158 0.00
H -5.47911 -0.14019 2.99197 0.0054 -0.0097 -0.0174 0.00
C 1.11245 2.29817 -3.51382 -0.1029 -0.0806 -0.0155 0.00
H -4.28919 2.66973 -1.27386 -0.0315 -0.0270 -0.0363 0.00
C -3.25753 0.92631 -2.07306 0.1626 -0.0454 -0.1446 -0.01
H -4.08933 -4.18169 -2.91567 -0.0307 -0.0447 -0.0052 0.00
C 2.56430 0.07875 -2.75484 -0.0542 -0.1951 0.0681 0.00
H -5.34839 1.54065 -2.14614 0.0146 0.0311 -0.0240 0.00
C -5.05866 -3.94174 -2.48204 -0.0352 -0.0787 0.2346 0.00
H 0.91412 3.82355 -0.65785 0.0294 0.0088 0.0454 0.00
H -0.73090 -3.44922 -0.89578 -0.2542 -0.4752 0.3354 0.00
C 4.75080 -2.00526 1.89964 0.0226 0.0761 0.0494 0.02
C 4.52864 -0.37817 -4.09697 0.0628 -0.0163 -0.0411 0.00
N -3.99894 0.01639 1.47476 0.1491 0.1390 0.0495 0.00
C -3.49795 1.34765 1.84830 -0.0618 -0.0607 -0.0352 0.00
H -3.47504 1.48125 2.93735 -0.0108 -0.0161 -0.0402 0.00
C 3.74767 -1.35907 1.21821 -0.0175 0.0093 -0.0832 0.10
C 5.25726 -1.55565 3.09929 0.0473 0.0145 0.0577 0.13
C 5.15751 1.69997 4.89571 -0.0591 -0.1459 -0.0041 0.00
H -0.10425 1.62175 -6.62154 -0.0101 -0.0151 0.0388 0.00
H -4.23704 2.59537 -3.04184 -0.0157 0.0124 0.0336 0.00
H -0.92878 -2.94443 3.55329 -0.0241 -0.0004 -0.0441 0.00
C 4.71495 -0.38637 3.66118 -0.0268 0.0585 0.0077 0.05
H -5.43982 -3.04952 -2.98963 0.0143 0.0100 0.0307 0.00
C -1.24197 -1.89502 3.50181 -0.0616 0.0299 0.0222 0.00
H -4.56048 -2.52108 3.19969 -0.0116 -0.0165 0.0408 0.00
C 5.26292 0.18192 4.94292 -0.0195 0.0596 -0.0867 0.00
Cr -0.44998 0.34301 -1.04405 -0.1244 0.6423 1.2461 3.11
C 4.06039 4.30624 0.48374 0.0462 -0.0673 -0.0111 0.00
O 1.87558 0.15068 -0.14130 -0.5097 -0.1017 0.2081 0.12
H -3.68704 -2.28548 4.72091 -0.0202 0.0118 0.0164 0.00
C -3.02041 -5.38878 0.65786 0.0464 0.1026 -0.1553 0.00
O -1.58077 -0.80286 0.87111 -0.3509 -0.2367 -0.6588 0.01
H 5.74331 2.07261 4.04873 0.0355 0.0299 0.0442 0.00
H -5.96248 -3.08215 0.65975 -0.0602 -0.0585 -0.0151 0.00
C 0.22555 2.20748 -5.77137 0.0043 -0.0141 0.0094 0.00
C -3.58711 -2.60178 3.67923 0.0525 0.1154 0.0074 0.00
H 1.37852 2.63164 3.61960 0.0374 -0.0075 0.0073 0.01
H -0.20460 4.09525 -6.70807 0.0481 -0.0137 0.0128 0.00
H 6.30385 -0.12462 5.06750 -0.0101 -0.0239 0.0236 0.00
H -1.92649 2.47579 -1.34230 0.1350 -0.0877 0.1175 0.00
S 0.65864 -1.91431 -2.25555 0.6110 -0.4102 -0.7781 0.01
O -0.54454 1.58054 0.45166 0.3456 0.3198 0.1060 0.01
H 3.13992 1.85113 5.60109 0.0098 -0.0398 0.0264 0.00
O 0.63075 -2.02562 -0.81673 0.0456 0.3781 0.0818 0.02
C 4.22926 -1.73158 -4.10494 0.0718 0.0629 -0.0124 0.00
H 5.54562 2.15518 5.80871 0.0040 0.0350 -0.0037 0.00
H -4.30699 -0.51010 -3.34302 0.0687 0.0067 0.0072 0.00
H -5.70281 -1.20360 1.57728 -0.0234 0.0638 0.0308 0.00
C 3.64973 3.65867 4.55855 -0.0706 -0.0373 -0.0129 0.00
C 1.93376 1.91153 3.03736 0.0269 -0.0432 0.0491 0.15
H -4.16022 2.10075 1.41417 -0.0076 -0.0429 0.0191 0.00
H 4.06622 3.94802 3.59193 0.0263 0.0165 0.0052 0.00
C 3.90976 2.26476 -0.78602 -0.0111 0.0164 -0.0564 0.00
C 1.07413 3.68877 -3.59220 0.0379 -0.0391 -0.0146 0.00
C 2.12576 0.48862 1.09821 0.1450 0.0482 -0.1109 0.21
C 0.17746 3.59502 -5.82536 -0.0150 0.0252 0.0080 0.00
O -0.51783 2.77654 2.30318 0.0134 0.0520 -0.0168 0.01
H -3.26521 0.63406 -4.21416 -0.0209 0.0490 -0.0030 0.00
C -1.05177 -4.21848 -0.19801 -0.2477 -0.0654 -0.1452 0.00
H 4.64323 4.99878 1.07951 -0.0123 -0.0102 0.0112 0.00
H -0.54893 -5.15628 -0.44086 -0.0019 -0.0092 -0.0274 0.00
C 1.40818 1.47218 1.86374 -0.1102 -0.1740 -0.0220 0.01
H -1.17688 -1.46845 4.50605 -0.0241 0.0011 0.0079 0.00
H 4.36823 1.34443 -1.12040 -0.0051 -0.0248 0.0077 0.00
H 0.67012 0.48776 -4.58050 -0.0143 -0.0127 -0.0518 0.00
N -2.60861 -1.77855 2.99552 0.2220 -0.1106 -0.1061 0.00
H -6.90790 -4.02068 -0.50089 -0.0249 -0.0036 -0.0166 0.00
H -3.44405 0.31076 -1.18521 -0.0341 -0.0024 -0.0312 0.00
H 2.23511 5.41584 0.67689 -0.0153 -0.0367 -0.0180 0.00
H 3.91692 1.57424 -3.46761 0.0215 -0.0039 -0.0166 0.00
C 0.03434 1.99310 1.53000 -0.0239 -0.0660 -0.1148 0.00
N 3.14020 1.47042 3.53718 -0.0001 0.1116 -0.1661 0.09
C -4.35077 1.99501 -2.13328 0.0127 0.0073 0.0996 -0.01
H 2.77873 -3.21794 -3.52612 0.0232 0.0184 -0.0204 0.00
O -0.23982 -0.80334 -2.70993 -0.2383 -0.2773 0.3810 0.03
P -2.87047 -1.18761 1.46908 -0.2479 -0.0268 0.2242 0.00
C 4.64899 3.15163 -0.01965 -0.0026 0.0464 0.0087 0.00
H 0.57578 5.41503 -4.76411 0.0113 -0.0073 0.0113 0.00
P -3.41893 -3.09035 -0.65376 -0.2184 -0.4712 0.4185 0.00
P 1.48819 1.33794 -1.94599 0.4496 0.6443 -0.7965 -0.02
H -0.56086 -1.35739 2.84635 -0.0002 -0.0199 0.0420 0.00
H 2.63005 4.03802 4.61284 0.0385 0.0174 -0.0090 0.00
C -5.36675 -0.22089 1.90184 0.0775 0.0012 -0.0763 0.00
H -3.29142 -3.65780 3.67541 0.0001 -0.0069 -0.0370 0.00
C 3.69584 0.51414 -3.44098 -0.0495 0.0047 0.1311 0.00
H 1.41214 4.28634 -2.75732 -0.0133 0.0279 -0.0591 0.00
```
Positions in Å, forces in eV/Å.

## Properties
**Expectation value of S²**: 6.145
**Net charge**: -1
**ΔE to the lowest compared entry with this formula, charge and spin**: 0.460 eV
**HOMO level (spin up / spin down)**: -1.886 / -4.890 eV
**Orbital gap (spin up / spin down)**: 4.15 / 7.15 eV
**Multiplicity**: 5